Record 1
{
  "formula": "C24H32O24",
  "method": "the ωB97M-V functional and the def2-TZVPD basis",
  "species": ["C", "C", "O", "C", "O", "O", "H", "H", "H", "H", "C", "C", "O", "C", "O", "O", "H", "H", "H", "H", "C", "C", "O", "C", "O", "O", "H", "H", "H", "H", "C", "C", "O", "C", "O", "O", "H", "H", "H", "H", "C", "C", "O", "C", "O", "O", "H", "H", "H", "H", "C", "C", "O", "C", "O", "O", "H", "H", "H", "H", "C", "C", "O", "C", "O", "O", "H", "H", "H", "H", "C", "C", "O", "C", "O", "O", "H", "H", "H", "H"],
  "coordinates": [[0.62682, -4.90253, -1.23710], [0.41704, -3.50094, -0.63787], [0.22453, -3.75464, 0.76480], [0.32176, -5.07372, 1.01650], [0.14324, -5.57931, 2.07915], [0.71427, -5.74400, -0.08860], [1.57686, -4.91653, -1.76742], [-0.20723, -5.17621, -1.87424], [-0.49761, -3.05623, -1.02486], [1.22732, -2.78434, -0.75133], [-1.94474, 4.89875, 3.98035], [-1.71124, 3.45546, 3.48045], [-2.98849, 2.85799, 3.58123], [-3.89822, 3.75478, 4.02826], [-5.05952, 3.54809, 4.11164], [-3.29535, 4.91968, 4.38619], [-1.77524, 5.63793, 3.19254], [-1.23668, 5.17878, 4.76199], [-0.99258, 2.94053, 4.11702], [-1.32642, 3.47580, 2.46413], [-1.07895, -0.10649, -3.28679], [-0.71856, 1.38655, -3.15849], [-1.75745, 1.90500, -2.32606], [-2.80361, 1.04396, -2.31721], [-3.87204, 1.26414, -1.85174], [-2.44124, -0.13295, -2.86683], [-0.47551, -0.72945, -2.63059], [-1.01217, -0.42689, -4.32258], [-0.62739, 1.91128, -4.10945], [0.23406, 1.53410, -2.65166], [3.96161, -0.89224, 1.05932], [4.88199, -2.13740, 0.98532], [5.49935, -2.01641, -0.29869], [4.84013, -1.08835, -1.04070], [5.08702, -0.85240, -2.17471], [3.88192, -0.49220, -0.30700], [4.39518, -0.08650, 1.64272], [2.97898, -1.22401, 1.38141], [4.28934, -3.05274, 0.94910], [5.62966, -2.17973, 1.77019], [0.65535, 0.49400, 0.10064], [-0.33454, 1.48727, 0.70564], [-1.39876, 0.66571, 1.16374], [-1.36221, -0.51258, 0.50010], [-2.22394, -1.33161, 0.51860], [-0.15811, -0.69351, -0.07679], [1.48514, 0.20855, 0.73751], [1.01352, 0.81799, -0.87161], [-0.61772, 2.24736, -0.02035], [0.13151, 1.96898, 1.56489], [-4.50957, -3.03579, -0.85382], [-5.13340, -2.64999, -2.19371], [-4.05307, -2.71108, -3.11203], [-2.99572, -3.29836, -2.51793], [-1.94010, -3.47946, -3.04046], [-3.28823, -3.67560, -1.26376], [-5.11615, -3.78028, -0.34475], [-4.29606, -2.18236, -0.21815], [-5.55121, -1.64064, -2.15326], [-5.97959, -3.27194, -2.49363], [0.41699, -1.85892, 3.88535], [0.64591, -1.27890, 5.28461], [1.53712, -0.18706, 5.04081], [1.56958, 0.08455, 3.71502], [2.21838, 0.94639, 3.21311], [0.80561, -0.77779, 3.02910], [-0.57982, -2.23653, 3.68518], [1.12498, -2.66879, 3.68804], [1.12745, -2.01380, 5.92295], [-0.26739, -0.89460, 5.73607], [3.10437, 5.39410, -3.89756], [2.30233, 4.45144, -4.79958], [1.93117, 3.38700, -3.91091], [2.27182, 3.68759, -2.64020], [2.10511, 2.96243, -1.71192], [2.87538, 4.88795, -2.57755], [2.76100, 6.42615, -3.94050], [4.17770, 5.37801, -4.07726], [2.93953, 4.01932, -5.56858], [1.39480, 4.85818, -5.23548]],
  "mulliken_charge": [-0.33, 1.08, -0.12, 0.52, -0.58, -0.39, 0.33, 0.22, -0.73, 0.01, -0.38, 0.36, -0.27, 0.57, -0.52, -0.33, 0.25, 0.29, 0.20, -0.12, 0.13, 0.39, -0.38, 0.68, -0.57, -0.25, -0.25, 0.50, 0.24, -0.33, 0.44, -0.37, -0.38, 0.62, -0.53, -0.24, 0.35, -0.45, 0.23, 0.32, 0.61, -0.57, -0.30, 0.06, -0.52, -0.13, -0.82, 0.39, 0.31, 0.55, -0.07, -0.38, -0.35, 0.76, -0.56, -0.28, 0.32, 0.09, 0.30, 0.26, -0.41, -0.39, -0.41, 0.49, -0.53, 0.11, 0.34, 0.26, 0.32, 0.29, -0.31, -0.30, -0.28, 0.64, -0.44, -0.37, 0.27, 0.26, 0.27, 0.28],
  "total_charge": 0,
  "total_energy_ha": -2739.581544,
  "e_lumo_ev": 0.263,
  "de_lowest_kcal_mol": 0.2,
  "homo_lumo_gap_ev": 11.080,
  "smiles": "O=C1OCCO1.O=C1OCCO1.O=C1OCCO1.O=C1OCCO1.O=C1OCCO1.O=C1OCCO1.O=C1OCCO1.O=C1OCCO1"
}

---

Record 2
{
  "formula": "C24H33AgN4S",
  "method": "the ωB97M-V functional and the def2-TZVPD basis",
  "species": ["Ag", "C", "C", "C", "C", "C", "C", "C", "C", "C", "C", "C", "C", "N", "C", "C", "C", "C", "C", "N", "C", "C", "C", "C", "H", "H", "H", "H", "H", "H", "H", "H", "H", "H", "H", "H", "H", "H", "H", "H", "H", "H", "H", "H", "H", "H", "H", "H", "H", "H", "H", "H", "H", "S", "N", "C", "C", "N", "C", "H", "H", "H", "H"],
  "coordinates": [[-2.19832, -0.77155, 0.27452], [-2.23964, 2.02928, -2.85032], [-1.19628, 0.93342, -2.64408], [-1.47303, -0.23143, -3.59130], [0.22257, 1.46672, -2.75650], [0.67832, 1.88327, -4.00196], [1.95485, 2.39085, -4.17122], [2.76537, 2.49411, -3.05819], [2.35676, 2.11424, -1.76819], [3.43519, 2.32775, -0.69843], [3.21756, 3.60084, 0.13397], [3.78294, 1.07737, 0.13219], [1.05274, 1.56935, -1.60286], [0.47616, 1.01238, -0.43948], [0.64925, 1.37807, 0.75857], [0.14754, 0.72593, 1.93432], [0.62430, 1.03942, 3.22059], [-0.06323, 0.19689, 4.09660], [-0.95382, -0.56220, 3.29216], [-0.82470, -0.24165, 2.00008], [-1.93831, -1.61400, 3.76857], [-1.67002, -2.94256, 3.04307], [-1.78090, -1.83187, 5.27431], [-3.38630, -1.17094, 3.48874], [-3.21302, 1.63436, -2.53080], [-2.29533, 2.33079, -3.91034], [-2.00524, 2.92076, -2.25310], [-1.34503, 0.55905, -1.65090], [-1.53319, 0.10107, -4.64018], [-2.43022, -0.68459, -3.29572], [-0.69159, -0.99700, -3.51959], [0.01394, 1.79703, -4.85554], [2.31342, 2.69862, -5.14823], [3.76661, 2.89468, -3.18014], [4.33780, 2.54097, -1.26439], [2.27050, 3.62187, 0.66482], [3.23056, 4.47107, -0.52742], [4.02116, 3.71611, 0.87035], [2.92597, 0.61904, 0.61688], [4.51403, 1.32673, 0.90921], [4.22701, 0.32389, -0.52303], [1.20840, 2.27172, 1.00690], [1.39725, 1.76020, 3.45891], [0.05260, 0.14202, 5.16902], [-0.64627, -3.28673, 3.23960], [-1.78001, -2.81950, 1.96285], [-2.37480, -3.71344, 3.38328], [-0.76058, -2.14489, 5.53048], [-2.47368, -2.61486, 5.60128], [-2.01133, -0.91845, 5.83484], [-3.56341, -1.04579, 2.42309], [-3.59482, -0.21609, 3.98459], [-4.09113, -1.92551, 3.86217], [-3.86302, -1.24210, -1.28634], [0.91800, -3.29823, -2.01179], [-0.07160, -4.26600, -2.09666], [-0.96880, -3.94801, -1.11916], [-0.55058, -2.82165, -0.44379], [0.56501, -2.45081, -1.00345], [1.68762, -3.17770, -2.63867], [-0.04106, -5.05927, -2.83024], [-1.91391, -4.41524, -0.88057], [1.12973, -1.55779, -0.74337]],
  "nbo_charge": [0.62, -0.60, -0.29, -0.63, 0.03, -0.22, -0.25, -0.26, 0.01, -0.24, -0.59, -0.61, 0.11, -0.50, 0.13, 0.05, -0.31, -0.41, 0.24, -0.60, -0.12, -0.60, -0.59, -0.60, 0.26, 0.17, 0.19, 0.27, 0.16, 0.30, 0.19, 0.20, 0.19, 0.18, 0.18, 0.21, 0.20, 0.19, 0.23, 0.19, 0.20, 0.13, 0.19, 0.19, 0.19, 0.26, 0.18, 0.20, 0.19, 0.20, 0.26, 0.19, 0.18, -1.61, -0.55, -0.15, -0.06, -0.45, 0.17, 0.40, 0.19, 0.23, 0.22],
  "total_charge": -2,
  "total_energy_ha": -1698.492996,
  "e_lumo_ev": 4.522,
  "de_lowest_kcal_mol": 36.4,
  "homo_lumo_gap_ev": 3.550
}

---

Record 3
{
  "formula": "C24H33BrCl2F8NO8S2",
  "method": "the ωB97M-V functional and the def2-TZVPD basis",
  "species": ["C", "C", "Cl", "C", "Cl", "C", "N", "C", "Br", "C", "F", "F", "F", "C", "C", "F", "F", "C", "F", "F", "F", "O", "C", "C", "C", "O", "C", "C", "C", "C", "C", "C", "H", "H", "H", "H", "H", "H", "H", "H", "H", "H", "H", "H", "H", "H", "H", "H", "H", "O", "S", "O", "O", "C", "C", "C", "H", "H", "H", "H", "H", "H", "H", "H", "O", "S", "O", "O", "C", "C", "C", "H", "H", "H", "H", "H", "H", "H", "H"],
  "coordinates": [[0.91400, -5.03410, 2.80474], [2.02174, -4.01686, 2.62890], [3.44528, -4.58012, 3.55173], [1.69926, -2.59333, 3.09860], [1.12937, -2.55872, 4.77559], [0.70914, -1.89440, 2.15574], [-0.71211, -2.04683, 2.61144], [-1.64399, -1.02582, 2.01749], [-1.74974, 0.39510, 3.36672], [-3.08545, -1.62798, 1.88975], [-3.30642, -2.12117, 0.68979], [-4.02516, -0.75175, 2.13980], [-3.16671, -2.62826, 2.77558], [-1.04888, -0.36366, 0.75872], [-0.95734, -1.28320, -0.48915], [-2.00950, -1.03226, -1.28213], [-0.98843, -2.60312, -0.15167], [0.29881, -1.07708, -1.37606], [1.38675, -1.55683, -0.78055], [0.11352, -1.75626, -2.49468], [0.46987, 0.19024, -1.66687], [0.16138, 0.26644, 1.05246], [1.13733, -0.46000, 1.81643], [1.61334, 0.43996, 2.97518], [2.98561, 1.01771, 2.66997], [3.12864, 2.18204, 2.48260], [4.09738, 0.01993, 2.62466], [4.69369, -0.37508, 1.41460], [5.69949, -1.34248, 1.42328], [6.12386, -1.89508, 2.63849], [5.53916, -1.50208, 3.85009], [4.52017, -0.55131, 3.83925], [-0.03489, -4.72411, 2.36453], [0.78636, -5.29415, 3.84797], [1.19943, -5.94608, 2.28930], [2.35764, -3.95770, 1.59745], [2.63406, -2.04136, 3.05771], [0.75969, -2.44563, 1.22233], [-1.02874, -2.97127, 2.30590], [-0.81064, -2.00103, 3.63413], [-1.74610, 0.42942, 0.49084], [2.00002, -0.61185, 1.17140], [1.59821, -0.05593, 3.94175], [0.93887, 1.28543, 3.04214], [4.36030, 0.09999, 0.50184], [6.14248, -1.64428, 0.48774], [6.90692, -2.63859, 2.64887], [5.85542, -1.92608, 4.78860], [4.05535, -0.26059, 4.77224], [-3.40712, 2.83429, -0.16512], [-4.64414, 3.24154, -0.76922], [-5.65923, 3.83491, 0.03922], [-5.25112, 2.00122, -1.55864], [-5.39801, 0.75471, -0.85131], [-6.59659, 0.74618, 0.07572], [-4.32320, 4.26345, -2.16185], [-4.47320, 0.53462, -0.31260], [-5.51212, 0.00379, -1.63057], [-6.46186, 1.43603, 0.90800], [-6.74568, -0.25593, 0.47951], [-7.49518, 1.04718, -0.46074], [-3.57635, 3.78246, -2.78724], [-3.95140, 5.21180, -1.78035], [-5.25322, 4.41262, -2.70338], [-0.67271, 2.63809, -6.79552], [0.42440, 3.44897, -6.36399], [1.64868, 3.44907, -7.09880], [0.73104, 3.10157, -4.83794], [0.93390, 1.71245, -4.51106], [2.31471, 1.22263, -4.90266], [-0.11032, 5.10627, -6.12002], [0.14986, 1.10948, -4.97350], [0.80692, 1.65618, -3.43755], [2.43638, 1.19840, -5.98412], [2.47358, 0.21332, -4.51904], [3.08282, 1.88197, -4.49883], [-1.01879, 5.09896, -5.52490], [-0.30256, 5.52450, -7.10534], [0.68207, 5.65947, -5.62337]],
  "mulliken_charge": [-1.36, 0.27, -0.14, 1.90, -0.12, -1.21, 0.24, -0.71, 0.11, 0.77, -0.21, -0.22, -0.33, -0.44, 1.05, -0.29, -0.32, 0.24, -0.19, -0.27, -0.26, -0.60, -0.04, -1.00, -0.57, -0.52, 0.29, -0.03, -0.87, -0.47, -0.69, 0.04, 0.28, 0.40, 0.45, 0.54, -1.13, 0.33, 0.61, 0.67, 0.87, 0.41, 0.54, 0.49, 0.64, 0.45, 0.42, 0.45, 0.48, -0.55, 1.19, -0.62, -0.31, 0.49, -1.22, -0.98, -0.39, 0.30, 0.29, 0.42, 0.36, 0.30, 0.39, 0.36, -0.64, 1.24, -0.62, -0.30, 0.01, -1.12, -0.89, 0.36, -0.04, 0.37, 0.37, 0.32, 0.27, 0.38, 0.32],
  "total_charge": 1,
  "total_energy_ha": -6680.434154,
  "e_lumo_ev": -3.402,
  "homo_lumo_gap_ev": 8.838
}